This record from the OMol25 dataset describes a molecular structure, C49H41N2O2P2SiTl. The level of theory is wB97M-V/def2-TZVPD.

Structure (XYZ):
```
98
C49H41N2O2P2SiTl wB97M-V/def2-TZVPD
Tl -0.2987 0.8948 -0.2401
C -1.7682 -0.1509 2.9041
Si -0.9931 -0.8706 1.3610
C 0.5511 -1.7879 1.9385
C 0.3448 -3.0914 2.4005
C 1.3393 -3.7983 3.0605
C 2.5545 -3.1865 3.3213
C 2.7790 -1.8949 2.8741
C 1.8115 -1.2052 2.1470
P 2.1832 0.4577 1.4754
C 2.6491 1.3562 3.0099
C 1.6584 1.4983 3.9848
C 1.9047 2.1829 5.1616
C 3.1543 2.7503 5.3829
C 4.1420 2.6239 4.4211
C 3.8934 1.9318 3.2409
C 3.7666 0.3680 0.5864
C 4.5923 -0.7429 0.4708
C 5.7486 -0.6772 -0.2913
C 6.0900 0.4939 -0.9523
C 5.2624 1.6030 -0.8580
C 4.1042 1.5328 -0.1008
C -2.2980 -2.0205 0.6091
C -3.2172 -2.5867 1.5064
C -4.2499 -3.4005 1.0751
C -4.4019 -3.6657 -0.2794
C -3.5116 -3.1195 -1.1840
C -2.4649 -2.3048 -0.7561
P -1.2160 -1.6567 -1.9288
C -0.5462 -3.2376 -2.5659
C 0.3872 -3.8765 -1.7506
C 0.9000 -5.1123 -2.1057
C 0.4998 -5.7196 -3.2889
C -0.4219 -5.0860 -4.1080
C -0.9456 -3.8521 -3.7470
C -2.1938 -0.9607 -3.3021
C -1.5734 -0.7494 -4.5353
C -2.2173 -0.0435 -5.5372
C -3.4808 0.4890 -5.3165
C -4.0931 0.3117 -4.0861
C -3.4533 -0.4073 -3.0860
H -1.7935 -0.9028 3.6940
H -2.7846 0.1935 2.7134
H -1.1967 0.6989 3.2732
H -0.6163 -3.5663 2.2415
H 1.1576 -4.8138 3.3860
H 3.3257 -3.7108 3.8696
H 3.7204 -1.4084 3.1026
H 0.6842 1.0551 3.8233
H 1.1262 2.2716 5.9075
H 3.3537 3.2859 6.3015
H 5.1179 3.0600 4.5866
H 4.6788 1.8406 2.5016
H 4.3204 -1.6799 0.9384
H 6.3787 -1.5520 -0.3791
H 6.9860 0.5343 -1.5568
H 5.5037 2.5129 -1.3899
H 3.4440 2.3926 -0.0569
H -3.1296 -2.3870 2.5654
H -4.9402 -3.8224 1.7932
H -5.2077 -4.2990 -0.6247
H -3.6204 -3.3315 -2.2407
H 0.7285 -3.3923 -0.8422
H 1.6244 -5.5949 -1.4638
H 0.9093 -6.6792 -3.5731
H -0.7392 -5.5518 -5.0315
H -1.6774 -3.3792 -4.3906
H -0.5705 -1.1249 -4.7059
H -1.7250 0.1039 -6.4895
H -3.9808 1.0454 -6.0974
H -5.0691 0.7380 -3.8990
H -3.9410 -0.5340 -2.1273
N 0.5654 3.2703 1.0558
C -0.7451 3.5615 1.4624
C -1.0653 3.6032 2.8174
C -2.3659 3.8489 3.2236
C -3.3592 4.0652 2.2776
C -3.0350 4.0155 0.9316
C -1.7389 3.7535 0.4974
C -1.4444 3.6542 -0.9590
C -1.8609 4.6808 -1.8046
C -1.7066 4.5740 -3.1771
C -1.1363 3.4325 -3.7178
C -0.7018 2.4088 -2.8843
C -0.8420 2.5129 -1.5027
H 1.2574 3.3770 1.7840
H 0.8438 3.7410 0.2053
H -0.2803 3.4515 3.5491
H -2.5993 3.8813 4.2793
H -4.3777 4.2582 2.5839
H -3.8069 4.1577 0.1846
H -2.3060 5.5706 -1.3757
H -2.0348 5.3799 -3.8198
H -1.0237 3.3342 -4.7903
H -0.2448 1.5314 -3.3167
O 1.3823 0.4691 -1.9126
N 1.9663 -0.6323 -1.6899
O 1.6208 -1.1923 -0.6423
```

Its energy above the lowest of the compared OMol25 structures with the same formula, charge and spin is 20.8 kcal/mol. The HOMO energy is -7.4 eV. The orbital gap is 7.88 eV. The total energy is -3296.4606 hartree.



This record from the OMol25 dataset describes a molecular structure, C49H42BrF4INO4PSTeTi at a distorted geometry. The level of theory is wB97M-V/def2-TZVPD.

Structure (XYZ):
```
106
C49H42BrF4INO4PSTeTi wB97M-V/def2-TZVPD
Ti -0.4567 0.4863 0.1781
F 5.4593 -5.4663 0.5491
C 4.7443 -4.3450 0.4343
C 5.3530 -3.1709 0.0457
F 6.6615 -3.1516 -0.2223
C 4.5980 -2.0153 -0.0623
F 5.2790 -0.9324 -0.4639
C 3.2375 -1.9734 0.2103
P 2.2665 -0.3536 0.1931
C 2.9683 0.3549 -1.3318
C 3.8580 1.4171 -1.4070
C 4.3538 1.8212 -2.6364
C 3.9520 1.1787 -3.7970
C 3.0392 0.1359 -3.7309
C 2.5477 -0.2738 -2.5029
C 2.9933 0.5153 1.6272
C 4.3447 0.8142 1.8195
C 4.7678 1.4255 2.9879
C 3.8561 1.7229 3.9940
C 2.5191 1.4044 3.8278
C 2.0914 0.7999 2.6523
C 2.6410 -3.1823 0.5913
Br 0.8093 -3.3480 0.9474
C 3.3861 -4.3476 0.6926
F 2.8257 -5.5073 1.0432
H 4.1531 1.9493 -0.5128
H 5.0399 2.6571 -2.6883
H 4.3315 1.5069 -4.7567
H 2.6937 -0.3514 -4.6338
H 1.8180 -1.0769 -2.4591
H 5.0716 0.5813 1.0559
H 5.8151 1.6706 3.1129
H 4.1937 2.1931 4.9093
H 1.8010 1.6177 4.6087
H 1.0448 0.5320 2.5513
C -3.4294 6.8209 -3.4200
C -2.5787 5.6878 -2.9145
C -2.0417 5.7094 -1.6332
C -1.2390 4.6723 -1.1784
C -0.9953 3.5899 -2.0061
C -1.5229 3.5457 -3.2893
C -2.3152 4.5887 -3.7304
S 0.3035 2.4690 -1.6137
O 1.4002 2.9005 -2.4290
O 0.5499 2.4947 -0.1490
O -0.1845 1.0847 -1.8839
H -3.4075 7.6672 -2.7341
H -4.4690 6.5066 -3.5342
H -3.0829 7.1632 -4.3964
H -2.2440 6.5511 -0.9815
H -0.8121 4.6925 -0.1845
H -1.3092 2.7001 -3.9314
H -2.7376 4.5498 -4.7282
C -8.3525 -0.0758 -6.1718
C -7.1067 -0.1651 -5.3325
C -6.5254 0.9626 -4.7765
C -5.3918 0.8786 -3.9715
C -4.8387 2.1460 -3.3772
C -4.7868 -0.3599 -3.7171
Te -3.1232 -0.4084 -2.3146
N -1.5253 -1.0975 -0.3474
C -1.6651 -1.3062 0.8955
O -0.9424 -0.5281 1.7799
C -2.4508 -2.4089 1.5195
C -3.4020 -3.0825 0.7568
C -4.0614 -4.1796 1.2860
C -3.7828 -4.6046 2.5805
C -2.8652 -3.9088 3.3547
C -2.2038 -2.8066 2.8276
C -2.0523 -1.8583 -3.4317
C -1.6867 -3.0399 -2.7901
C -0.9231 -4.0028 -3.4285
C -0.5039 -3.7881 -4.7345
C -0.8405 -2.6043 -5.3698
C -1.6024 -1.6201 -4.7354
C -1.8469 -0.3303 -5.4758
C -5.3921 -1.5134 -4.2464
C -4.8944 -2.9068 -3.9677
C -6.5232 -1.3924 -5.0493
H -8.6029 0.9624 -6.3926
H -9.2071 -0.5211 -5.6568
H -8.2341 -0.6048 -7.1197
H -6.9651 1.9376 -4.9660
H -5.3928 3.0185 -3.7290
H -3.7891 2.2704 -3.6392
H -4.8910 2.1342 -2.2845
H -3.6253 -2.7124 -0.2373
H -4.7955 -4.7060 0.6879
H -4.2825 -5.4768 2.9846
H -2.6614 -4.2256 4.3705
H -1.4797 -2.2534 3.4106
H -1.9978 -3.1953 -1.7653
H -0.6555 -4.9130 -2.9054
H 0.0856 -4.5347 -5.2532
H -0.4976 -2.4239 -6.3835
H -1.8497 -0.5041 -6.5532
H -1.0471 0.3819 -5.2496
H -2.7905 0.1331 -5.1981
H -4.5765 -3.0047 -2.9281
H -4.0330 -3.1674 -4.5849
H -5.6849 -3.6331 -4.1624
H -6.9709 -2.2970 -5.4518
I -4.1868 0.9214 0.9063
C -2.1922 1.7859 0.5986
H -2.4146 2.5285 -0.1663
H -2.0348 2.3234 1.5385
```

Its energy above the lowest of the compared OMol25 structures with the same formula, charge and spin is 13.3 kcal/mol. The expectation value of S² is 0.76. The HOMO energy (spin up / spin down) is -4.1 / -4.2 eV. The orbital gap (spin up / spin down) is 6.10 / 6.22 eV. Its spin multiplicity is 2. As for the total charge: -1. The total energy is -7376.4544 hartree.



This record from the OMol25 dataset describes 7 unconnected molecules or ions with the total composition C49H42BrN2O15PS2 at a distorted geometry. The level of theory is wB97M-V/def2-TZVPD.

Structure (XYZ):
```
112
C49H42BrN2O15PS2 wB97M-V/def2-TZVPD
C 2.4340 -3.2579 0.6183
C 3.1648 -2.5881 -0.6534
P 2.0485 -2.2377 -2.1386
C 1.0339 -3.7427 -2.6703
C 0.0332 -3.2685 -3.8713
C 0.9963 -0.6887 -1.9124
C -0.3433 -0.6109 -1.1333
Br -0.9798 -2.2706 -0.2602
C -1.2471 0.6723 -0.9763
C -2.6359 0.5996 -0.1776
C -3.7645 -0.0568 -1.1652
C -4.4845 -1.3460 -0.5308
S -6.0640 -1.8189 -1.4366
O -6.8536 -2.7898 -0.5777
O -6.9011 -0.6196 -1.7924
O -5.5827 -2.7166 -2.8028
C -0.7944 1.9962 -1.6275
C 0.5709 1.9724 -2.4164
N 1.2350 3.0668 -3.1123
S 2.6776 2.4279 -3.8102
N 2.7143 0.7801 -3.3428
C 1.4777 0.6803 -2.5736
H 2.2866 -2.4675 1.4491
H 3.1882 -4.0193 1.0638
H 1.4716 -3.8220 0.3816
H 3.6383 -1.6003 -0.2770
H 4.0008 -3.2897 -1.0082
H 1.7731 -4.4736 -3.1805
H 0.4127 -4.2333 -1.8473
H 0.6263 -3.1003 -4.8487
H -0.8042 -4.0371 -4.0346
H -0.4957 -2.2719 -3.6239
H -2.5577 -0.0981 0.7432
H -3.0144 1.6372 0.1155
H -3.3453 -0.3199 -2.1998
H -4.5626 0.7557 -1.3238
H -3.7815 -2.2378 -0.6585
H -4.7243 -1.2361 0.5826
H -4.6359 -2.4654 -2.9282
H -1.3842 2.9741 -1.5828
C -2.3623 -8.7780 -5.6407
C -1.5875 -7.6927 -5.6199
C -1.1590 -7.0810 -4.3441
O -0.4528 -6.0883 -4.3242
C -1.6208 -7.7190 -3.0933
C -2.3955 -8.8040 -3.1141
C -2.8242 -9.4161 -4.3894
O -3.5296 -10.4076 -4.4091
H -2.6861 -9.2387 -6.5656
H -1.2399 -7.2134 -6.5268
H -1.2973 -7.2586 -2.1680
H -2.7427 -9.2824 -2.2070
C 3.1474 1.8080 3.5817
C 3.4800 1.3050 2.3924
C 4.0766 -0.0411 2.2694
O 4.3821 -0.5002 1.1834
C 4.2892 -0.8094 3.5145
C 3.9566 -0.3064 4.7040
C 3.3596 1.0407 4.8267
O 3.0535 1.5004 5.9120
H 2.7103 2.7926 3.6900
H 3.3304 1.8539 1.4706
H 4.7265 -1.7941 3.4055
H 4.1061 -0.8551 5.6258
C 3.8647 6.8137 -5.7708
C 4.6309 7.9049 -5.7425
C 5.0562 8.5102 -4.4625
O 5.7535 9.5067 -4.4357
C 4.6008 7.8584 -3.2160
C 3.8346 6.7672 -3.2445
C 3.4095 6.1622 -4.5244
O 2.7118 5.1652 -4.5507
H 3.5433 6.3576 -6.6989
H 4.9736 8.3939 -6.6460
H 4.9220 8.3144 -2.2879
H 3.4917 6.2779 -2.3411
C 1.7139 6.1824 6.4714
C 2.0595 5.3740 5.4689
C 2.9047 5.8531 4.3543
O 3.2190 5.1152 3.4365
C 3.3525 7.2603 4.3950
C 3.0070 8.0688 5.3973
C 2.1621 7.5908 6.5117
O 1.8475 8.3272 7.4279
H 1.0952 5.8489 7.2952
H 1.7404 4.3397 5.4247
H 3.9709 7.5939 3.5712
H 3.3257 9.1026 5.4415
C -0.8317 8.1600 2.0583
C -2.0011 7.5891 1.7663
C -2.9230 7.1414 2.8318
O -3.9889 6.6186 2.5664
C -2.4994 7.3525 4.2325
C -1.3300 7.9235 4.5243
C -0.4084 8.3710 3.4588
O 0.6586 8.8939 3.7245
H -0.1441 8.4931 1.2908
H -2.3266 7.4278 0.7461
H -3.1869 7.0195 5.0000
H -1.0042 8.0849 5.5449
C -3.1213 -10.6760 1.1326
C -3.9632 -11.3111 1.9488
C -4.9682 -10.5707 2.7411
O -5.7351 -11.1489 3.4873
C -5.0045 -9.1002 2.5922
C -4.1624 -8.4653 1.7759
C -3.1579 -9.2057 0.9840
O -2.3896 -8.6266 0.2366
H -2.3788 -11.2021 0.5456
H -3.9503 -12.3873 2.0687
H -5.7469 -8.5739 3.1790
H -4.1753 -7.3890 1.6558
```

The HOMO energy is -7.6 eV. The orbital gap is 5.67 eV. The total energy is -6841.7552 hartree.



This record from the OMol25 dataset describes a molecular structure, C49H43As2BrN2O2Re. The level of theory is wB97M-V/def2-TZVPD.

Structure (XYZ):
```
100
C49H43As2BrN2O2Re wB97M-V/def2-TZVPD
Re -1.1743 -0.0222 0.1031
O 1.3061 3.3044 2.4240
C 2.1913 3.6216 1.4435
C 3.2521 4.4922 1.6470
C 4.1412 4.7538 0.6171
C 3.9973 4.1447 -0.6252
C 2.9401 3.2793 -0.8272
C 2.0265 3.0097 0.1952
C 0.8572 2.1576 -0.1210
O 0.7527 0.8450 0.6682
N -0.3796 2.8040 0.1694
N -1.4786 2.0479 -0.2104
C -2.6062 2.6030 -0.5020
C -3.8112 1.8419 -0.6209
Br -3.6735 0.0599 0.1200
C -5.0167 2.2669 -1.0494
C -5.3026 3.5189 -1.7176
C -6.5747 4.0796 -1.5395
C -6.8849 5.2949 -2.1193
C -5.9466 5.9419 -2.9147
C -4.6989 5.3705 -3.1412
C -4.3748 4.1656 -2.5477
H 1.4674 3.8519 3.2031
H 3.3767 4.9709 2.6120
H 4.9572 5.4443 0.7875
H 4.6925 4.3583 -1.4250
H 2.8029 2.8097 -1.7956
H 0.9131 1.8004 -1.1504
H -0.4098 3.7901 -0.0633
H -2.6834 3.6846 -0.5921
H -5.8691 1.6176 -0.8681
H -7.3084 3.5663 -0.9299
H -7.8618 5.7327 -1.9666
H -6.1992 6.8826 -3.3854
H -3.9952 5.8556 -3.8041
H -3.4351 3.6839 -2.7916
C 0.1473 -1.5676 2.9653
C 1.6054 -1.3260 2.6007
As 2.2015 -0.0915 1.2203
C 3.5985 0.9114 2.0060
C 3.5467 1.2711 3.3539
C 4.6458 1.8849 3.9288
C 5.7841 2.1290 3.1677
C 5.8268 1.7760 1.8255
C 4.7319 1.1686 1.2334
C 2.8676 -0.9756 -0.3180
C 2.3289 -0.7788 -1.5843
C 2.8347 -1.5020 -2.6544
C 3.8733 -2.4018 -2.4539
C 4.4169 -2.5833 -1.1873
C 3.9165 -1.8706 -0.1095
As -0.9846 -2.1115 1.4708
C -0.2090 -3.7572 0.8649
C 0.7686 -3.7506 -0.1259
C 1.3696 -4.9423 -0.5044
C 0.9906 -6.1333 0.1015
C 0.0089 -6.1377 1.0833
C -0.5939 -4.9498 1.4719
C -2.6462 -2.6139 2.2877
C -3.6417 -3.0899 1.4333
C -4.8699 -3.4707 1.9497
C -5.1073 -3.3704 3.3161
C -4.1178 -2.8971 4.1639
C -2.8808 -2.5193 3.6536
H -0.3007 -0.6817 3.4192
H 0.1390 -2.3592 3.7167
H 2.0949 -2.2554 2.2915
H 2.1436 -0.9715 3.4786
H 2.6660 1.0928 3.9579
H 4.6217 2.1583 4.9752
H 6.6469 2.5914 3.6292
H 6.7156 1.9669 1.2391
H 4.7713 0.8862 0.1891
H 1.5055 -0.1003 -1.7423
H 2.4129 -1.3643 -3.6419
H 4.2680 -2.9626 -3.2912
H 5.2329 -3.2779 -1.0389
H 4.3506 -2.0120 0.8742
H 1.0328 -2.8301 -0.6319
H 2.1234 -4.9428 -1.2811
H 1.4543 -7.0635 -0.1993
H -0.2923 -7.0679 1.5462
H -1.3624 -4.9609 2.2348
H -3.4525 -3.1929 0.3687
H -5.6376 -3.8550 1.2912
H -6.0647 -3.6706 3.7205
H -4.3027 -2.8275 5.2276
H -2.1196 -2.1608 4.3349
C -0.9559 -0.8003 -1.4157
C -0.8606 -1.4298 -2.7007
C -0.5415 -0.6473 -3.8180
C -0.4294 -1.2417 -5.0620
C -0.6360 -2.6104 -5.1967
C -0.9597 -3.3872 -4.0903
C -1.0736 -2.8048 -2.8402
H -0.3908 0.4199 -3.7045
H -0.1894 -0.6407 -5.9289
H -0.5530 -3.0718 -6.1718
H -1.1300 -4.4492 -4.2048
H -1.3292 -3.4058 -1.9765
```

Its energy above the lowest of the compared OMol25 structures with the same formula, charge and spin is 0.7 kcal/mol. The HOMO energy is -15.4 eV. The orbital gap is 7.10 eV. As for the total charge: +3. The total energy is -9275.8900 hartree.



- Look up the total energy of the third one.
  -6841.7552 hartree



- The highest total energy belongs to which entry?
  C49H41N2O2P2SiTl



- Which of these has the lowest total energy?
  C49H43As2BrN2O2Re